# 1
DFT (ωB97M-V with the def2-TZVPD basis set) results for C29H20F5N3O5PPrS as an isolated structure at a distorted geometry.

The geometry in ORCA input format:
```
! wB97M-V def2-TZVPD RIJCOSX def2/J DEFGRID3
* xyz 0 3
Pr -0.73 0.34 1.12
F 4.63 -3.30 4.13
C 3.59 -2.47 4.07
C 2.84 -2.36 2.92
F 3.14 -3.08 1.84
C 1.77 -1.49 2.91
F 1.07 -1.42 1.74
C 1.36 -0.71 3.98
S -0.04 0.37 3.90
C 2.15 -0.86 5.12
F 1.87 -0.16 6.23
C 3.23 -1.71 5.17
F 3.96 -1.81 6.29
O -4.27 5.33 2.13
C -3.03 5.62 2.51
O -2.76 6.66 3.06
C -1.97 4.60 2.27
C -0.65 4.87 2.53
N 0.05 3.77 2.21
N -0.73 2.79 1.76
C -1.96 3.28 1.79
C -3.08 2.41 1.32
O -4.16 2.91 1.07
O -2.78 1.15 1.19
H -4.30 4.42 1.74
H -0.19 5.77 2.92
H 1.04 3.62 2.27
N 0.49 1.10 -0.59
P 0.36 -0.01 -1.67
C -0.11 0.50 -3.34
C -0.79 -0.31 -4.23
C -1.08 0.14 -5.52
C -0.68 1.41 -5.90
C -0.01 2.23 -5.01
C 0.28 1.78 -3.73
C -0.96 -1.23 -1.23
C -0.67 -2.47 -0.65
C -1.70 -3.32 -0.27
C -3.02 -2.94 -0.44
C -3.32 -1.69 -0.98
C -2.29 -0.85 -1.37
C 1.83 -1.05 -1.88
C 2.91 -0.86 -1.02
C 4.04 -1.65 -1.13
C 4.10 -2.65 -2.09
C 3.03 -2.85 -2.96
C 1.91 -2.05 -2.86
H -1.12 -1.30 -3.94
H -1.61 -0.50 -6.21
H -0.91 1.77 -6.90
H 0.29 3.23 -5.31
H 0.78 2.42 -3.02
H 0.36 -2.78 -0.53
H -1.46 -4.29 0.17
H -3.82 -3.61 -0.16
H -4.35 -1.38 -1.09
H -2.53 0.11 -1.83
H 2.85 -0.07 -0.28
H 4.87 -1.50 -0.46
H 4.98 -3.27 -2.17
H 3.09 -3.62 -3.72
H 1.08 -2.21 -3.54
O -1.99 -1.58 2.33
H -2.87 -1.88 2.07
H -2.00 -1.34 3.27
*
```

Computed properties:
ΔE to the lowest compared entry with this formula, charge and spin = 0.0000 eV
Largest force on an atom = 1.71 eV Å⁻¹
HOMO (alpha / beta) = -8.23 / -8.25 eV
Orbital gap (alpha / beta) = 8.1 / 8.1 eV

# 2
DFT (ωB97M-V with the def2-TZVPD basis set) results for C38H33Cl2N3OPZr as an isolated structure at a distorted geometry.

The geometry in ORCA input format:
```
! wB97M-V def2-TZVPD RIJCOSX def2/J DEFGRID3
* xyz 1 1
Zr -0.13 0.29 -1.43
C -4.21 1.26 0.49
C -2.78 1.29 0.09
N -2.11 0.26 -0.27
N -2.77 -0.96 -0.28
C -1.97 -1.89 -0.73
O -0.74 -1.65 -1.09
C -2.48 -3.27 -0.85
C -1.57 -4.30 -1.03
C -2.02 -5.61 -1.14
C -3.39 -5.88 -1.09
C -4.29 -4.84 -0.91
C -3.85 -3.54 -0.79
C -2.00 2.55 0.06
C -2.54 3.74 0.52
C -1.77 4.90 0.49
C -0.48 4.82 0.01
C -0.01 3.59 -0.42
N -0.74 2.48 -0.41
H -4.68 0.37 0.10
H -4.74 2.15 0.13
H -4.29 1.24 1.58
H -0.51 -4.08 -1.07
H -1.32 -6.42 -1.27
H -3.74 -6.89 -1.18
H -5.36 -5.05 -0.87
H -4.54 -2.72 -0.64
H -3.55 3.77 0.90
H -2.17 5.84 0.84
H 0.18 5.68 -0.03
H 1.01 3.48 -0.77
C -1.82 0.03 -3.34
C -0.59 -0.48 -3.80
C 0.33 0.59 -3.85
C -0.34 1.76 -3.44
C -1.67 1.41 -3.12
H -2.74 -0.53 -3.25
H -0.39 -1.50 -4.10
H 1.33 0.53 -4.26
H 0.05 2.77 -3.46
H -2.46 2.10 -2.86
C 5.22 1.35 3.50
C 3.99 1.20 4.12
C 2.85 0.96 3.37
C 2.93 0.84 1.99
C 4.17 1.01 1.36
C 5.30 1.26 2.11
P 1.46 0.52 0.95
C 0.18 -0.06 2.10
C -0.50 0.91 2.85
C -1.59 0.56 3.63
C -2.03 -0.76 3.65
C -1.36 -1.73 2.92
C -0.26 -1.38 2.15
C 2.09 -0.95 0.03
C 2.95 -1.91 0.57
C 3.53 -2.83 -0.28
C 3.26 -2.79 -1.65
C 2.37 -1.86 -2.16
C 1.77 -0.92 -1.33
H 6.11 1.54 4.08
H 3.92 1.26 5.20
H 1.90 0.83 3.88
H 4.25 0.90 0.29
H 6.26 1.37 1.62
H -0.18 1.95 2.82
H -2.10 1.31 4.22
H -2.89 -1.04 4.25
H -1.69 -2.76 2.94
H 0.27 -2.14 1.58
H 3.17 -1.92 1.63
H 4.21 -3.58 0.12
H 3.75 -3.50 -2.31
H 2.16 -1.88 -3.23
Cl 3.60 4.32 -0.70
C 3.31 3.46 -2.21
Cl 2.61 1.84 -1.95
H 4.26 3.29 -2.71
H 2.64 4.04 -2.83
*
```

Computed properties:
ΔE to the lowest compared entry with this formula, charge and spin = 1.1643 eV
Largest force on an atom = 1.16 eV Å⁻¹
HOMO = -10.82 eV
Orbital gap = 7.3 eV

# 3
DFT (ωB97M-V with the def2-TZVPD basis set) results for C43H35N2P2PtSeSi as an isolated structure at a distorted geometry.

The geometry in ORCA input format:
```
! wB97M-V def2-TZVPD RIJCOSX def2/J DEFGRID3
* xyz 1 1
Pt -0.60 -0.15 -0.73
C -1.31 3.25 -2.11
Si -0.50 2.21 -0.76
C 1.34 2.68 -0.71
C 1.71 4.01 -0.56
C 3.05 4.38 -0.50
C 4.03 3.40 -0.59
C 3.68 2.07 -0.76
C 2.34 1.72 -0.83
P 1.81 0.00 -1.07
C 3.32 -0.99 -0.92
C 4.05 -1.39 -2.04
C 5.22 -2.10 -1.87
C 5.67 -2.43 -0.60
C 4.94 -2.04 0.52
C 3.76 -1.33 0.36
C 1.41 -0.16 -2.86
C 1.71 0.79 -3.83
C 1.28 0.59 -5.14
C 0.58 -0.55 -5.49
C 0.33 -1.53 -4.54
C 0.74 -1.34 -3.23
C -1.25 2.53 0.96
C -1.74 3.81 1.24
C -2.28 4.13 2.47
C -2.34 3.16 3.46
C -1.87 1.88 3.21
C -1.33 1.55 1.97
P -0.71 -0.16 1.68
C -1.93 -1.32 2.39
C -2.25 -1.42 3.74
C -3.23 -2.30 4.17
C -3.89 -3.11 3.26
C -3.54 -3.07 1.91
C -2.56 -2.18 1.49
C 0.73 -0.28 2.76
C 1.12 -1.54 3.23
C 2.26 -1.67 4.00
C 3.04 -0.56 4.30
C 2.67 0.69 3.81
C 1.53 0.83 3.04
H -1.08 4.31 -1.95
H -2.39 3.13 -2.13
H -0.91 2.97 -3.09
H 0.95 4.78 -0.47
H 3.32 5.41 -0.37
H 5.08 3.68 -0.54
H 4.45 1.32 -0.84
H 3.70 -1.13 -3.03
H 5.79 -2.41 -2.74
H 6.58 -2.99 -0.48
H 5.28 -2.31 1.51
H 3.18 -1.02 1.23
H 2.25 1.69 -3.56
H 1.50 1.34 -5.89
H 0.24 -0.69 -6.51
H -0.19 -2.44 -4.82
H 0.61 -2.13 -2.49
H -1.69 4.57 0.47
H -2.65 5.13 2.66
H -2.76 3.40 4.43
H -1.92 1.13 3.99
H -1.71 -0.83 4.47
H -3.48 -2.35 5.22
H -4.66 -3.79 3.60
H -4.02 -3.72 1.20
H -2.26 -2.17 0.45
H 0.52 -2.40 2.99
H 2.55 -2.65 4.37
H 3.93 -0.66 4.90
H 3.28 1.56 4.04
H 1.25 1.81 2.66
Se -3.87 1.14 -0.63
N -2.73 -0.03 -1.39
C -3.45 -1.12 -1.71
C -2.95 -2.29 -2.30
C -3.80 -3.32 -2.56
C -5.19 -3.24 -2.24
C -5.72 -2.12 -1.68
C -4.86 -1.02 -1.40
N -5.25 0.10 -0.82
H -1.89 -2.36 -2.54
H -3.42 -4.23 -3.01
H -5.82 -4.09 -2.43
H -6.77 -2.04 -1.44
*
```

Computed properties:
ΔE to the lowest compared entry with this formula, charge and spin = 0.4249 eV
Largest force on an atom = 1.88 eV Å⁻¹
HOMO = -8.98 eV
Orbital gap = 5.3 eV

# 4
DFT (ωB97M-V with the def2-TZVPD basis set) results for a 2-piece molecular cluster, C5H10O overall.

The geometry in ORCA input format:
```
! wB97M-V def2-TZVPD RIJCOSX def2/J DEFGRID3
* xyz 0 1
C -0.63 0.08 -1.24
C 0.82 -0.45 -1.03
C 0.82 0.15 0.38
C 0.49 1.61 0.39
C -0.62 0.64 0.18
H -1.35 -0.73 -1.38
H -0.77 0.82 -2.04
H 0.83 -1.54 -1.00
H 1.59 -0.10 -1.72
H 1.33 -0.30 1.23
H 0.50 2.02 1.40
H 0.83 2.29 -0.39
H -1.49 0.66 0.83
O -0.97 -2.08 1.50
H -0.03 -1.88 1.43
H -1.36 -1.20 1.46
*
```

Computed properties:
ΔE to the lowest compared entry with this formula, charge and spin = 1.9554 eV
Largest force on an atom = 0.25 eV Å⁻¹
HOMO = -9.98 eV
Structure (SMILES) = C1C[C@H]2C[C@@H]12.O
Orbital gap = 11.0 eV